Record 1
ORCA calculation (ωB97M-V with the def2-TZVPD basis set) on C32H47Cl3N3NiO3SSi as an isolated structure in a non-equilibrium geometry.

Element x y z (Å)
C (0.432298, 4.865425, -0.266692)
C (-0.907447, 4.362558, 0.182191)
H (0.372979, 5.821622, -0.802331)
H (0.896400, 4.111019, -0.923981)
H (1.098326, 5.004930, 0.603159)
C (-2.058527, 5.042754, 0.085221)
C (-2.164548, 6.428255, -0.456216)
H (-2.987895, 4.593653, 0.435527)
H (-1.581873, 6.566006, -1.376498)
H (-1.835266, 7.188125, 0.266885)
H (-3.213055, 6.636762, -0.691323)
Ni (2.291671, -1.256399, -0.569136)
Cl (3.341436, -1.165175, 1.319208)
Cl (1.874237, -1.739623, -2.627452)
H (3.532970, -6.727881, 0.601947)
H (4.794398, -4.661703, 1.571577)
C (3.794384, -6.193318, -0.323693)
C (4.594903, -4.092676, 0.653876)
N (3.606043, -4.766057, -0.160926)
H (3.180141, -6.546864, -1.153578)
C (2.477271, -4.195199, -0.628527)
O (1.537499, -4.793293, -1.136818)
H (4.223153, -3.088145, 0.924065)
H (2.477123, -3.066641, -0.475756)
H (4.853976, -6.370347, -0.528398)
H (5.538912, -3.985619, 0.100972)
H (-0.143792, 1.952734, -2.720869)
H (-2.370030, 3.434897, -2.180999)
C (-0.802105, 1.354135, -3.366623)
C (-2.760347, 2.792910, -2.980539)
N (-2.164363, 1.477491, -2.882903)
H (-0.469753, 0.310111, -3.348795)
C (-2.875403, 0.413600, -2.433321)
O (-2.452139, -0.743954, -2.348953)
H (-3.844539, 2.699079, -2.871955)
H (-3.911599, 0.705337, -2.145373)
H (-0.747305, 1.767827, -4.386653)
H (-2.508170, 3.248945, -3.947243)
O (-0.574532, 2.117949, -0.358906)
C (-0.858029, 2.903844, 0.666910)
C (-3.266924, 2.065269, 0.817117)
C (-2.101336, 2.464068, 1.466666)
H (-3.256406, 1.951316, -0.274433)
C (-4.440633, 1.858191, 1.548942)
H (-0.031841, 2.931757, 1.413925)
C (-2.070631, 2.530318, 2.859434)
H (-5.354535, 1.573324, 1.026065)
C (-4.430044, 1.992973, 2.940533)
C (-3.235205, 2.303048, 3.598877)
H (-1.129433, 2.802262, 3.339757)
H (-5.344627, 1.816621, 3.512224)
H (-3.211004, 2.378972, 4.686242)
Si (3.995972, 1.296980, -1.912504)
Cl (2.130025, 1.030838, -0.865811)
C (3.770104, 0.764855, -3.687304)
C (5.267403, 0.209292, -1.059159)
C (4.513836, 3.072979, -1.724383)
H (2.797641, 1.054383, -4.098748)
H (3.871773, -0.321694, -3.801322)
H (4.568562, 1.263423, -4.254768)
H (4.085852, 3.694418, -2.519761)
H (5.611042, 3.117514, -1.788873)
H (4.207256, 3.487291, -0.748933)
H (5.058580, 0.081363, 0.008051)
H (6.242279, 0.703621, -1.183249)
H (5.310423, -0.790135, -1.515827)
N (0.252549, -0.903911, 0.124350)
S (-0.853613, -2.040602, 0.024063)
C (-0.177130, -3.249091, 1.166408)
C (0.664138, -2.860135, 2.196133)
C (1.254603, -3.830384, 3.005500)
C (0.890082, -5.168808, 2.849905)
C (-0.044556, -5.539335, 1.880294)
C (-0.573249, -4.582442, 1.021563)
C (-2.358343, -1.631299, 0.926654)
C (-3.579355, -1.821575, 0.264038)
C (-4.769873, -1.769763, 0.983763)
C (-4.739079, -1.545258, 2.362491)
C (-3.525096, -1.282064, 3.001414)
C (-2.335603, -1.284099, 2.275562)
H (-0.128763, 0.020431, -0.135301)
H (0.913858, -1.804114, 2.307958)
H (1.994320, -3.529203, 3.748273)
H (1.329191, -5.928911, 3.493217)
H (-0.352011, -6.578207, 1.770781)
H (-1.266140, -4.832698, 0.219309)
H (-3.560054, -2.006399, -0.808793)
H (-5.717969, -1.918960, 0.465180)
H (-5.669115, -1.556168, 2.933189)
H (-3.508481, -1.062596, 4.072719)
H (-1.385843, -1.034730, 2.751489)

Force components x, y, z for each atom (eV/Å):
C 0.156 0.117 -0.140
C -1.042 -0.181 0.253
H 0.047 -0.194 0.117
H -0.170 0.184 0.254
H -0.189 -0.068 -0.236
C 0.743 -0.248 0.192
C -0.312 0.461 -0.274
H 0.260 0.009 0.014
H -0.101 0.031 0.167
H -0.043 -0.080 -0.131
H 0.110 0.176 -0.062
Ni -1.940 0.893 0.226
Cl 0.441 0.390 1.125
Cl 0.053 -0.334 -0.951
H -0.043 0.034 -0.217
H -0.152 0.050 -0.141
C -0.018 0.026 0.016
C -0.031 0.630 -0.149
N 0.040 -0.408 -0.006
H 0.073 -0.017 0.191
C -0.903 -0.320 0.076
O 1.086 0.696 0.341
H 0.378 -0.714 -0.091
H 0.050 -1.580 0.051
H -0.083 -0.085 -0.065
H -0.083 -0.066 0.109
H -0.171 -0.216 0.025
H -0.029 -0.026 -0.069
C 0.342 0.174 0.219
C 0.176 -0.034 0.419
N -0.595 -0.740 -0.340
H -0.198 0.250 0.025
C 0.959 -0.082 -0.281
O -0.529 1.018 -0.056
H 0.087 0.151 -0.079
H 0.281 -0.206 -0.045
H -0.050 -0.252 0.121
H -0.188 -0.153 0.098
O 0.069 -1.198 -1.288
C 0.104 0.185 0.572
C -0.414 -0.013 0.048
C 0.500 0.558 -0.039
H 0.099 0.118 0.525
C 0.369 -0.072 -0.029
H 0.155 -0.101 0.477
C -0.555 0.037 -0.070
H 0.146 0.061 0.176
C 0.104 -0.050 0.025
C -0.006 -0.034 -0.183
H -0.253 -0.044 -0.014
H 0.260 0.074 -0.139
H -0.052 -0.038 -0.192
Si -0.415 -0.808 0.437
Cl 0.990 1.294 -0.629
C 0.199 0.174 -0.056
C 0.043 0.117 -0.148
C -0.122 0.332 0.128
H 0.166 0.009 0.079
H -0.057 0.340 0.119
H -0.132 -0.065 -0.101
H 0.075 -0.017 0.184
H -0.255 0.061 -0.036
H 0.110 -0.173 -0.370
H 0.113 0.129 -0.238
H -0.090 -0.232 0.016
H 0.010 0.220 0.105
N 0.519 0.330 0.450
S -0.102 -0.552 -0.682
C -0.589 -0.468 0.506
C 0.419 0.178 -0.138
C -0.250 -0.142 -0.074
C 0.013 0.130 -0.006
C -0.098 0.061 -0.110
C 0.217 0.427 -0.013
C -0.560 0.199 0.355
C 0.542 -0.163 0.009
C 0.075 0.030 0.255
C 0.084 -0.015 -0.226
C -0.004 0.120 -0.004
C -0.025 -0.044 0.068
H -0.052 0.121 -0.088
H -0.004 -0.329 -0.126
H -0.246 -0.108 -0.141
H -0.054 0.111 -0.113
H 0.137 0.190 0.053
H 0.195 -0.106 0.168
H -0.038 0.000 0.223
H 0.233 0.019 0.168
H 0.258 0.058 -0.123
H 0.009 -0.029 -0.403
H -0.253 -0.163 -0.071

Computed properties:
LUMO energy (alpha / beta) = 2.6 / 2.5 eV
2S+1 = 3
Gap between HOMO and LUMO (alpha / beta) = 6.59 / 6.45 eV
⟨S²⟩ = 2.007
Total charge = -1


Record 2
ORCA calculation (ωB97M-V with the def2-TZVPD basis set) on C22H18N14RuS as an isolated structure in a non-equilibrium geometry.

Element x y z (Å)
Ru (-0.118935, -0.249734, 1.705679)
N (-0.309451, -0.222028, 6.007926)
C (-0.440876, 0.054822, 4.664309)
S (-0.671490, -1.335711, 3.594010)
N (-0.452010, 1.268546, 4.242896)
N (-0.642275, 1.316926, 2.838540)
C (-1.907293, 0.998645, 2.454691)
C (-2.381000, 1.025915, 1.148464)
C (-3.683728, 0.543804, 0.837873)
C (-4.335542, 0.860680, -0.340763)
C (-3.747407, 1.642298, -1.313228)
C (-2.366006, 1.965933, -1.158191)
N (-1.636022, 1.739900, 0.135064)
H (0.132332, -1.104162, 6.207339)
H (0.060860, 0.555287, 6.531617)
H (-2.609630, 0.661399, 3.212492)
H (-4.217318, 0.010999, 1.613644)
H (-5.362509, 0.535722, -0.457144)
H (-4.265200, 1.977821, -2.198910)
H (-1.989340, 2.833946, -1.689591)
N (2.203533, -2.759542, 1.152762)
C (1.066535, -2.788359, 0.383438)
N (0.861069, -3.662930, -0.581931)
N (-0.345658, -3.301244, -1.087892)
N (-0.818506, -2.284657, -0.476000)
N (0.066498, -1.914380, 0.497117)
C (2.524103, -1.771908, 2.055977)
N (3.654662, -1.762272, 2.740590)
N (3.570083, -0.637776, 3.483906)
N (2.468455, -0.017234, 3.261378)
N (1.766421, -0.720831, 2.342151)
H (2.881848, -3.485591, 1.005373)
N (-1.383949, 0.852092, -0.983994)
C (-0.184630, 0.744870, -1.569111)
C (1.075623, 0.867409, -0.857778)
C (2.129508, -0.008385, -1.196741)
C (3.338792, 0.060022, -0.544511)
C (3.549405, 1.000419, 0.464970)
C (2.524565, 1.853760, 0.821233)
C (1.290099, 1.789318, 0.180813)
C (-0.290449, 0.294521, -2.948145)
C (-1.411577, -0.442317, -3.352323)
C (-1.550311, -0.824213, -4.676912)
C (-0.586254, -0.480302, -5.612739)
C (0.530477, 0.250423, -5.218755)
C (0.680344, 0.633011, -3.900006)
H (1.960480, -0.772249, -1.944802)
H (4.119183, -0.647149, -0.794477)
H (4.492603, 1.029546, 0.993557)
H (2.656203, 2.555120, 1.633344)
H (0.510863, 2.483231, 0.457310)
H (-2.129794, -0.750460, -2.604929)
H (-2.407896, -1.413897, -4.972418)
H (-0.696022, -0.787543, -6.644716)
H (1.283545, 0.526146, -5.945674)
H (1.542974, 1.212345, -3.596791)

Force components x, y, z for each atom (eV/Å):
Ru 0.277 0.799 0.582
N -0.162 0.018 0.032
C 0.167 0.098 -0.053
S -0.224 -0.444 0.641
N -0.193 -0.364 -0.183
N 0.474 -0.477 0.069
C -0.675 0.774 -0.462
C 0.375 0.049 0.064
C -0.406 -0.206 -0.539
C 0.041 -0.328 0.738
C 0.661 0.601 -0.371
C -1.645 0.645 0.096
N 0.167 -0.367 -0.168
H 0.085 0.031 -0.023
H 0.019 0.009 0.041
H 0.123 -0.153 0.007
H 0.057 -0.092 -0.008
H -0.010 -0.016 -0.025
H -0.040 0.142 0.069
H 0.173 -0.213 -0.132
N -0.068 -0.035 0.076
C 0.241 0.061 0.136
N -0.144 0.112 -0.020
N 0.081 -0.165 -0.114
N 0.024 0.147 0.124
N -0.318 -0.205 -0.279
C 0.016 -0.261 -0.126
N -0.044 0.139 -0.016
N 0.116 -0.016 0.068
N -0.095 0.018 -0.015
N 0.192 0.208 -0.397
H -0.004 0.019 0.002
N 1.328 -0.254 -0.359
C -0.838 -0.316 0.717
C 0.254 0.072 0.099
C -0.159 -0.014 -0.049
C 0.091 0.022 0.087
C -0.031 -0.030 -0.111
C -0.047 0.043 -0.032
C 0.019 0.142 -0.015
C 0.100 -0.128 -0.307
C -0.002 0.020 0.046
C 0.007 0.000 -0.022
C 0.022 0.021 0.071
C -0.022 0.006 -0.062
C -0.008 0.015 0.090
H 0.003 -0.009 -0.008
H 0.007 -0.002 -0.002
H -0.003 -0.017 0.021
H 0.005 -0.005 0.010
H 0.003 -0.068 0.007
H 0.000 -0.012 0.019
H -0.011 -0.001 -0.003
H 0.001 -0.006 -0.012
H 0.007 -0.005 -0.007
H 0.012 -0.001 0.004

Computed properties:
LUMO energy (alpha / beta) = 1.1 / 1.1 eV
2S+1 = 2
Gap between HOMO and LUMO (alpha / beta) = 4.54 / 4.50 eV
⟨S²⟩ = 0.764
Total charge = -1